Entry 1:
Entry from the Open Molecules 2025 dataset: a cluster of 8 separate species, C20H40Cl8O10 in total at a distorted geometry (ωB97M-V/def2-TZVPD).

Output
calculated total energy	-142040.7474	eV
LUMO	0.15	eV
gap between HOMO and LUMO	0.3783	Ha
HOMO level	-10.15	eV
maximum force	4.7	eV/A
total charge	0
SMILES	CCOC(=O)OC.CCOC(=O)OC.CCOC(C)=O.CCOC(C)=O.ClCCl.ClCCl.ClCCl.ClCCl

Structure (XYZ):
```
78
Properties=species:S:1:pos:R:3:forces:R:3
Cl -27.09971 -14.47142 0.19519 -1.3 0.2 -0.8
Cl -30.38053 -27.87254 3.84410 -0.1 0.3 -0.6
Cl -28.66446 -12.00062 0.07049 -0.3 -1.2 -0.6
Cl -24.46335 -17.57445 8.00702 0.4 0.2 0.5
Cl -30.29199 -21.97109 0.06127 -0.7 -0.4 0.3
Cl -28.00991 -20.51021 -0.78025 -0.3 0.5 -0.3
Cl -23.98342 -19.94523 6.26246 -0.6 0.9 0.2
Cl -30.66237 -24.98773 4.00727 0.5 0.0 -0.2
O -29.49106 -16.70703 5.23750 1.4 0.8 1.1
O -38.00573 -13.67817 5.06993 1.2 -0.2 0.8
O -25.87498 -10.45697 9.69996 -0.9 1.1 -1.6
O -36.37103 -14.17283 6.49696 1.6 -2.6 2.0
O -28.00201 -11.20483 10.00186 2.1 2.1 -3.2
O -28.29724 -22.04826 10.86622 1.2 0.1 -0.7
O -29.80518 -20.49694 10.12266 -1.3 -0.4 -3.5
O -27.44921 -9.60624 8.29823 1.0 -2.0 1.5
O -31.26778 -16.78421 3.89821 -0.8 1.0 -0.8
O -36.23240 -12.30301 5.40002 0.9 -2.6 1.0
C -36.74673 -11.25406 4.66686 -0.1 1.4 0.2
C -28.64825 -13.75243 -0.47192 0.5 0.7 0.9
C -29.73709 -20.84182 -1.13921 0.8 0.0 -0.4
C -34.99442 -14.00045 6.90266 0.5 0.6 -0.5
C -30.11977 -14.27211 5.38825 0.0 -0.6 -0.3
C -30.57343 -17.27795 4.73113 -0.1 -0.2 -0.5
C -27.18367 -10.53219 9.31741 -2.0 -0.6 3.0
C -28.22859 -22.81761 9.63766 -1.7 -0.5 0.0
C -28.80326 -20.07526 12.10319 0.8 0.0 0.4
C -23.94226 -10.75894 11.15488 -1.0 0.8 0.4
C -25.30477 -11.31775 10.69141 0.5 -1.3 -0.1
C -27.62559 -24.19229 9.86572 -0.6 0.0 0.4
C -30.77427 -18.66701 5.20017 0.5 -0.5 1.3
C -25.08848 -18.56610 6.71644 0.1 -0.6 -0.3
C -28.97260 -20.89145 10.85508 -0.6 0.5 3.0
C -29.89278 -26.30764 3.10283 0.1 -0.4 0.2
C -35.72500 -10.14771 4.92098 -0.6 0.1 -1.1
C -28.73480 -9.45881 7.66305 -0.4 0.7 0.4
C -29.11632 -15.35502 4.92022 -0.6 1.6 -0.4
C -36.94100 -13.46277 5.61835 -1.9 3.3 -2.8
H -29.09568 -19.03482 11.96150 0.9 0.1 -0.8
H -29.81414 -13.27805 5.06185 0.5 -0.1 0.1
H -29.51424 -14.26986 -0.05910 0.4 0.2 0.4
H -28.21358 -15.05063 5.44986 0.2 -1.1 0.3
H -25.21975 -17.88633 5.87455 0.0 -0.6 -0.1
H -29.27484 -22.95887 9.36654 -0.1 -0.1 -0.3
H -34.26956 -14.08208 6.09272 -0.5 -0.5 -0.6
H -36.79367 -11.45769 3.59708 -0.3 -0.2 0.0
H -34.81078 -10.44257 4.40586 0.3 0.0 0.5
H -31.12173 -14.36692 4.96970 0.0 -0.4 0.2
H -27.79160 -22.26790 8.80401 0.4 0.2 0.4
H -29.13341 -8.47495 7.91048 0.3 0.2 0.4
H -26.59084 -24.15271 10.20605 0.0 -0.2 -0.4
H -27.83794 -24.82772 9.00594 0.8 0.4 -0.6
H -25.17112 -12.30122 10.24083 0.0 0.0 -0.3
H -26.01555 -19.01123 7.07768 0.2 0.1 -0.3
H -36.04981 -9.25536 4.38588 -0.1 0.3 0.3
H -30.82547 -19.30637 4.31887 -0.1 -0.1 0.3
H -30.35247 -19.94215 -1.13833 0.4 0.0 0.2
H -28.74682 -13.80343 -1.55625 0.7 0.1 0.2
H -34.74820 -14.78472 7.61849 -0.4 0.4 0.1
H -24.20090 -10.06727 11.95663 0.4 0.4 0.0
H -29.53294 -10.13845 7.96164 0.6 -0.5 0.0
H -28.21865 -24.77748 10.56853 0.1 0.5 0.7
H -28.80441 -26.34852 3.14622 -0.2 0.7 0.4
H -28.84655 -15.22494 3.87217 -0.4 -0.4 -0.2
H -30.16710 -26.18705 2.05483 -0.4 -0.5 0.3
H -29.57150 -20.25299 12.85574 0.4 -1.2 0.2
H -37.71406 -11.00649 5.10401 -0.2 0.1 -0.5
H -25.96341 -11.50927 11.53853 -0.2 0.5 -0.1
H -23.40798 -10.20609 10.38222 -0.2 -0.1 -0.1
H -31.62992 -18.77448 5.86683 -0.5 0.2 -0.6
H -23.25224 -11.46964 11.60972 -0.4 -0.4 -0.3
H -35.60780 -9.95837 5.98799 0.2 0.0 -0.2
H -30.10110 -14.31380 6.47729 -0.4 0.2 0.0
H -27.76784 -20.25707 12.39120 -0.2 0.6 1.0
H -28.60134 -9.38942 6.58348 0.3 -0.7 0.1
H -29.98717 -18.94002 5.90303 0.4 -0.3 -0.5
H -29.74180 -21.30385 -2.12643 -0.2 0.0 0.2
H -34.79364 -12.97635 7.21733 -0.4 -0.2 0.7
```
Forces are in eV/Å.

Entry 2:
Entry from the Open Molecules 2025 dataset: a structure of composition C20H40NOP3SSn at a distorted geometry (ωB97M-V/def2-TZVPD).

Output
calculated total energy	-69414.5344	eV
LUMO (spin up / spin down)	-15.79 / -16.07	eV
gap between HOMO and LUMO (spin up / spin down)	0.1516 / 0.1370	Ha
HOMO level (spin up / spin down)	-19.92 / -19.80	eV
maximum force	4.8	eV/A
total charge	+4
ΔE to the lowest compared entry with this formula, charge and spin	2.053	eV

Structure (XYZ):
```
67
Properties=species:S:1:pos:R:3:forces:R:3
Sn 0.04728 0.46667 0.12709 0.6 -1.8 0.8
S -4.05252 1.29103 2.25814 1.3 -0.1 0.4
P 1.89120 -1.06193 2.49100 1.1 -0.1 0.6
P 1.61799 2.42148 0.61881 0.6 1.4 0.3
P -0.98300 -2.21874 0.51058 -0.8 -0.8 -1.0
O -0.98911 1.45266 -1.64205 -0.3 -2.2 -1.2
N -1.61746 0.96474 1.52569 -0.9 0.0 -0.4
C -2.44383 -0.93013 -3.93434 -1.1 1.3 1.9
C -1.59145 0.90718 2.93377 -0.8 0.2 -0.9
C -1.27071 -1.56319 -4.38459 0.6 0.1 -0.7
C 0.06816 -3.59291 -0.07917 0.6 0.4 0.1
C -2.86668 1.14904 1.04606 0.6 0.0 1.2
C 3.35239 2.06614 0.23168 0.0 -0.6 -0.2
C -2.38899 -2.37704 -0.65294 0.1 0.7 -0.2
C 0.14201 0.06262 -3.22065 1.0 -0.6 -2.4
C 3.28534 -2.03801 1.76848 -0.3 0.2 -0.5
C -1.80821 2.61913 -4.47217 -1.0 0.5 1.5
C -0.89605 2.22669 -5.36550 0.7 -1.8 -0.9
C -1.06181 0.58035 -2.63860 0.2 3.3 3.4
C 1.09790 3.72382 -0.51690 -0.4 0.1 -0.3
C -0.01595 -0.99995 -4.14521 0.9 -0.1 1.0
C 1.35350 -2.26974 3.78671 -0.7 0.1 -0.2
C -2.33377 0.09298 -2.98060 -2.1 -1.0 -2.3
C -1.81143 -2.82443 2.01699 0.1 0.4 0.7
C 1.54303 3.16461 2.29095 -0.5 -0.4 0.1
C -2.82279 1.09518 3.49658 0.3 -0.1 -1.0
C 2.88459 0.04714 3.59477 -0.3 0.2 -0.2
H -3.02686 1.12802 4.55840 -0.3 0.0 -0.1
H 0.07913 4.06168 -0.27037 0.3 -0.1 0.0
H 2.07034 -3.09674 3.84693 -0.1 0.2 0.0
H 0.75128 -3.94145 0.71147 -0.2 0.1 -0.3
H 1.00181 0.74016 -3.26931 -0.2 -0.5 0.2
H -0.65073 0.71583 3.43242 -0.1 0.1 0.1
H 1.77253 2.41045 3.05851 0.0 0.4 -0.3
H -1.37836 -2.42666 -5.05149 0.2 0.3 0.2
H 1.09523 3.38281 -1.56077 0.1 0.1 0.3
H -1.14469 -3.47034 2.60748 -0.3 0.3 -0.2
H 3.92679 3.00083 0.28017 -0.2 -0.1 0.1
H 2.27863 3.98732 2.33752 -0.2 -0.3 -0.1
H 3.79322 1.33809 0.92563 -0.2 0.2 -0.2
H 1.29320 -1.76885 4.76075 0.0 -0.1 -0.2
H 3.91862 -1.40629 1.13245 -0.1 -0.2 0.1
H 2.91496 -2.87938 1.16755 0.1 0.2 0.2
H -3.08890 1.24504 -0.01206 0.1 0.0 0.2
H 3.38468 0.85292 3.04742 0.0 -0.2 0.1
H -1.19501 1.42261 -6.07397 0.4 0.8 0.3
H 0.13678 2.55893 -5.41746 -0.2 0.3 0.0
H -1.62632 3.32412 -3.64292 0.0 -0.3 -0.7
H -3.41758 -1.28623 -4.29406 0.4 0.2 0.3
H -2.84273 -3.37173 -0.51897 0.2 0.3 -0.1
H -2.13492 -1.97146 2.63517 0.0 -0.4 -0.1
H -3.17050 0.63604 -2.51353 0.2 -0.6 -0.4
H -2.06071 -2.24498 -1.69241 -0.1 -0.2 0.4
H 2.23656 0.49165 4.36007 0.2 -0.1 -0.1
H -2.70261 -3.40461 1.72044 0.4 0.3 0.0
H 3.88192 -2.42607 2.60206 -0.1 0.1 -0.2
H 0.36712 -2.68174 3.55827 0.2 0.0 0.2
H 0.85188 -1.42179 -4.65473 -0.2 0.2 0.1
H -2.83738 2.27702 -4.59365 0.2 0.2 0.0
H 0.85865 -0.21144 -1.44140 -0.4 -0.2 0.4
H 3.64570 -0.56604 4.08850 -0.1 0.1 0.0
H 3.42818 1.66806 -0.78840 0.0 0.1 0.2
H -0.58420 -4.42084 -0.39549 0.1 0.2 0.2
H 0.53775 3.57602 2.48406 0.4 -0.1 -0.1
H 1.78606 4.57777 -0.41879 -0.1 -0.2 0.0
H -3.13238 -1.59946 -0.42103 0.0 -0.3 -0.1
H 0.65324 -3.25469 -0.94909 -0.1 -0.2 0.3
```
Forces are in eV/Å.

Entry 3:
Entry from the Open Molecules 2025 dataset: a cluster of 5 separate species, C20H40O11 in total at a distorted geometry (ωB97M-V/def2-TZVPD).

Output
calculated total energy	-43909.7385	eV
LUMO	0.59	eV
gap between HOMO and LUMO	0.3814	Ha
HOMO level	-9.79	eV
maximum force	2.1	eV/A
total charge	0
SMILES	CCOC(=O)OC.CCOC(=O)OC.CCOC(=O)OC.C1CCOC1.C1CCOC1
ΔE to the lowest compared entry with this formula, charge and spin	1.085	eV

Structure (XYZ):
```
71
Properties=species:S:1:pos:R:3:forces:R:3
O -14.35060 -17.79202 -8.26507 0.4 0.6 0.2
O -12.85840 -13.33615 -13.93075 0.4 0.3 0.4
O -14.34342 -11.69684 -13.47168 0.2 0.1 0.4
O -13.40181 -13.99023 -17.94305 1.0 -0.1 -0.2
O -13.16786 -12.48859 -11.85950 0.1 0.7 1.1
O -14.73154 -17.65453 -14.85957 0.1 -0.6 -0.5
O -10.24124 -18.10973 -11.64639 -0.6 0.1 -0.3
O -15.95890 -16.05258 -14.00857 -1.2 0.0 -0.4
O -15.43816 -13.03391 -18.09752 -0.1 -0.1 0.2
O -13.57454 -12.06322 -18.88037 0.9 -0.5 -0.4
O -13.98056 -16.47455 -13.09278 -0.2 0.8 0.0
C -13.35509 -12.55554 -13.15346 -1.0 -0.7 -1.1
C -14.30661 -11.05506 -19.55976 0.0 0.8 0.0
C -14.71758 -11.63858 -14.82673 -0.2 0.0 -1.8
C -9.52210 -17.20961 -10.83014 1.9 -0.9 0.0
C -11.88907 -16.98110 -14.31547 -0.2 1.2 -1.2
C -9.90222 -19.04323 -9.50121 -0.5 -0.7 0.6
C -14.09742 -17.61418 -9.69494 -0.9 -0.7 1.5
C -12.36511 -13.49712 -11.25056 0.9 -1.6 -0.6
C -15.25251 -16.75970 -10.19613 -0.3 0.5 0.1
C -14.24652 -13.04600 -18.28395 -1.0 0.5 -0.1
C -16.09478 -14.93904 -13.13387 0.8 0.5 -0.5
C -12.41511 -13.37988 -9.74155 -0.8 1.0 -0.6
C -15.74246 -17.55441 -8.00734 0.8 0.1 -0.1
C -12.71743 -17.14821 -13.06406 0.5 -1.1 -0.2
C -8.74239 -18.14110 -9.87368 -0.7 1.3 0.9
C -14.86151 -16.79030 -14.05040 0.3 0.1 0.5
C -16.06988 -16.41484 -8.94962 -0.2 0.2 -0.2
C -10.57089 -19.26474 -10.87285 0.2 -0.4 0.8
C -14.67742 -9.93655 -18.59360 -1.4 0.0 0.1
C -13.71547 -14.90297 -16.90821 0.2 0.1 1.5
H -12.20959 -12.32010 -9.56382 0.0 -0.1 0.5
H -7.89837 -18.69327 -10.28065 -0.2 0.1 -0.6
H -14.32820 -10.74894 -15.32409 0.2 0.1 0.3
H -14.96625 -9.03930 -19.14784 0.1 0.0 0.0
H -14.37848 -12.48595 -15.42126 0.3 -0.1 0.4
H -14.55332 -14.55030 -16.30554 -0.5 -0.3 -0.5
H -10.20032 -20.16904 -11.35848 0.2 0.1 -0.2
H -15.71824 -15.45706 -8.55926 0.1 -0.2 0.4
H -13.42470 -13.59684 -9.39018 0.0 0.0 0.1
H -13.96028 -9.65861 -17.82366 0.6 -0.2 -0.4
H -14.89975 -15.80828 -10.58960 0.1 -0.3 -0.6
H -8.33192 -17.48323 -9.09945 -0.2 -0.5 0.4
H -12.44670 -17.30742 -15.19355 0.0 -0.3 0.1
H -12.70487 -14.45881 -11.64974 -0.2 0.0 0.3
H -15.15626 -11.48983 -20.09086 -0.2 0.0 0.5
H -16.24293 -18.51127 -8.18478 -0.6 0.3 -0.2
H -11.70654 -13.98166 -9.18371 0.2 -0.2 -0.3
H -8.78914 -16.63910 -11.40334 -0.5 0.1 -0.5
H -15.87129 -17.26065 -6.96640 0.2 -0.2 0.1
H -11.69437 -15.91891 -14.51370 -0.1 0.0 0.3
H -9.69915 -19.95742 -8.93771 0.5 -0.2 -0.5
H -15.31122 -14.23902 -13.43753 0.2 0.0 0.8
H -10.90727 -17.44516 -14.37046 -0.1 -0.4 0.7
H -13.12606 -17.14037 -9.81625 0.1 -0.2 0.0
H -17.11598 -16.23985 -9.20829 -0.1 -0.4 0.2
H -12.89674 -14.87351 -16.18265 0.2 0.0 -0.4
H -11.33329 -13.44083 -11.60822 0.0 0.4 0.0
H -15.79518 -11.62305 -14.99300 -0.1 0.1 0.8
H -10.64359 -18.58611 -8.83674 0.2 0.6 -0.2
H -17.00964 -14.38643 -13.33860 -0.3 -0.7 -0.1
H -14.11516 -18.65029 -10.03855 0.3 0.2 -0.8
H -12.19417 -16.76505 -12.19503 -0.1 0.1 0.1
H -13.79529 -15.92960 -17.25259 -0.4 0.1 -0.3
H -10.14754 -16.52551 -10.24905 -0.2 0.0 0.0
H -11.64281 -19.41203 -10.72112 -0.1 0.4 -0.3
H -12.91379 -18.21387 -12.91684 0.0 0.0 0.2
H -13.68622 -10.64673 -20.36180 0.5 -0.3 0.3
H -15.92715 -17.28396 -10.87326 0.4 0.0 -0.4
H -15.56368 -10.23380 -18.02332 0.0 0.0 -0.1
H -16.04559 -15.29049 -12.10957 0.1 0.4 0.0
```
Forces are in eV/Å.

Question: The lowest maximum force belongs to which entry?
Answer: C20H40O11

Question: The highest calculated total energy belongs to which entry?
Answer: C20H40O11

Question: Look up the calculated total energy of the first one.
Answer: -142040.7474 eV